[1]
{"formula": "C21H41ClN7O", "method": "ωB97M-V/def2-TZVPD", "species": ["N", "H", "C", "H", "C", "N", "H", "H", "H", "H", "N", "H", "C", "H", "H", "H", "H", "H", "C", "H", "C", "H", "C", "C", "H", "H", "N", "C", "C", "H", "H", "C", "H", "C", "N", "C", "N", "H", "C", "H", "H", "H", "C", "C", "H", "H", "H", "H", "H", "H", "H", "H", "C", "H", "Cl", "C", "H", "C", "O", "H", "N", "C", "H", "H", "H", "C", "C", "H", "H", "H", "H"], "xyz": [[12.675, 26.338, -12.898], [18.579, 23.579, -13.315], [15.300, 21.218, -6.554], [16.190, 23.468, -12.464], [17.859, 22.899, -13.772], [19.064, 19.634, -13.001], [12.468, 29.472, -12.568], [21.013, 24.859, -7.354], [21.199, 25.989, -9.800], [14.180, 15.369, -8.265], [19.473, 24.830, -9.533], [19.575, 17.617, -12.848], [16.445, 23.376, -13.519], [16.302, 26.637, -8.115], [21.758, 23.504, -8.153], [13.013, 26.696, -13.795], [13.953, 18.939, -7.022], [17.779, 18.780, -11.567], [12.735, 28.695, -11.844], [13.782, 24.659, -12.130], [11.949, 27.466, -12.180], [18.037, 22.842, -14.845], [20.937, 24.958, -9.567], [17.448, 24.008, -9.741], [17.215, 20.725, -7.318], [19.876, 21.035, -14.370], [18.073, 21.526, -13.289], [13.764, 25.743, -12.044], [16.115, 17.143, -8.571], [16.013, 21.145, -8.581], [14.728, 26.192, -12.256], [17.398, 20.872, -12.282], [16.556, 21.301, -11.750], [16.772, 18.309, -8.471], [14.918, 17.282, -7.915], [14.824, 18.548, -7.517], [17.398, 25.308, -9.290], [15.351, 22.293, -6.417], [16.177, 26.025, -9.005], [14.254, 21.059, -6.854], [13.636, 16.092, -6.790], [17.788, 18.577, -8.697], [18.007, 19.675, -12.119], [18.750, 23.670, -9.781], [18.884, 26.836, -9.124], [16.136, 24.277, -14.047], [20.158, 18.418, -14.298], [13.813, 28.613, -12.029], [22.565, 25.020, -8.144], [11.952, 25.627, -13.052], [19.272, 22.746, -9.955], [15.276, 25.421, -8.930], [16.175, 20.627, -7.634], [15.338, 20.692, -5.598], [14.278, 22.234, -10.640], [13.829, 16.305, -7.842], [20.917, 18.716, -12.650], [21.573, 24.578, -8.245], [10.863, 27.260, -11.803], [15.777, 22.639, -13.979], [15.921, 19.194, -7.842], [18.630, 25.801, -9.283], [12.922, 16.682, -8.300], [16.520, 23.466, -9.912], [15.904, 26.714, -9.813], [20.016, 18.536, -13.230], [19.116, 20.793, -13.645], [16.474, 16.172, -8.869], [21.289, 24.355, -10.400], [13.515, 25.959, -11.006], [12.579, 29.029, -10.825]], "mulliken_charge": [-0.01, 0.28, -1.53, -0.01, -0.35, 0.13, 0.35, 0.34, 0.39, 0.32, 0.21, 0.33, -0.99, 0.43, 0.33, 0.38, 0.39, 0.60, -0.93, 0.35, 0.34, 0.42, -0.58, -0.10, 0.31, 0.47, 0.23, -0.95, -0.47, -0.02, 0.32, -0.44, 0.49, -0.52, 0.08, -0.17, 0.23, 0.34, -1.04, 0.39, 0.36, 0.61, -0.74, -0.98, 0.44, 0.46, 0.38, 0.30, 0.38, 0.41, 0.60, 0.34, 0.25, 0.41, -0.63, -0.81, 0.33, -1.09, -0.35, 0.39, 0.27, -0.12, 0.33, 0.38, 0.37, -0.84, -0.26, 0.42, 0.33, 0.36, 0.34], "e_tot_ev": -47418.9908, "total_charge": 3, "homo_ev": -15.1, "max_force_ev_per_a": 2.02}



[2]
{"formula": "C4H7NO", "method": "ωB97M-V/def2-TZVPD", "species": ["H", "C", "C", "H", "H", "C", "N", "H", "H", "O", "C", "H", "H"], "xyz": [[-0.816, -1.474, 0.721], [1.211, 0.912, 0.083], [-1.144, -1.291, -0.320], [1.764, 0.463, 0.904], [1.166, -1.284, -1.175], [-0.099, 1.156, 0.158], [-1.405, 0.937, 2.386], [1.645, -0.762, -0.947], [-0.649, 1.561, -0.686], [-0.606, -1.791, -1.277], [-0.822, 1.011, 1.388], [1.777, 1.193, -0.797], [-2.022, -0.631, -0.439]], "mulliken_charge": [0.30, -0.76, -0.16, 0.35, -0.04, -0.26, -0.40, 0.09, 0.31, -0.47, 0.31, 0.43, 0.30], "e_tot_ev": -7795.6034, "total_charge": 0, "homo_ev": -10.4, "relative_energy_ev": 4.041, "max_force_ev_per_a": 1.07, "smiles": "C=CC#N.[H][H].C=O"}



[3]
{"formula": "C22H38Br2ClIrN2O9SSi", "method": "ωB97M-V/def2-TZVPD", "species": ["H", "C", "C", "C", "O", "Si", "H", "O", "H", "H", "H", "C", "O", "Br", "C", "H", "H", "C", "H", "C", "H", "Cl", "C", "C", "O", "H", "C", "H", "H", "H", "H", "H", "C", "H", "N", "H", "N", "H", "H", "O", "H", "H", "C", "H", "H", "O", "C", "H", "C", "C", "H", "H", "H", "C", "C", "C", "H", "C", "Br", "H", "C", "H", "C", "O", "H", "O", "H", "S", "H", "Ir", "H", "H", "H", "C", "H", "H", "O"], "xyz": [[-1.498, 1.954, 5.337], [-1.871, 3.903, 3.361], [-3.925, 0.595, -0.661], [-4.444, 1.768, -1.478], [1.957, -2.350, 0.513], [-1.989, 2.030, 0.755], [-4.519, 3.218, 3.512], [-2.669, 1.902, 2.203], [-4.302, 1.594, 4.187], [-2.979, 5.874, -0.291], [-1.617, 3.096, -2.383], [6.244, -0.647, -0.672], [8.259, 0.349, -1.158], [-0.087, -3.552, -2.236], [-0.320, 5.174, 0.054], [-3.280, -0.423, -2.454], [-0.902, -1.825, -3.810], [6.786, -1.906, -0.864], [-0.047, 3.008, -1.551], [-0.071, -1.861, -3.117], [-4.804, -1.020, -1.786], [-4.190, -3.357, 1.373], [2.682, -1.411, 0.100], [-4.815, 0.344, 0.546], [-1.232, -1.996, 0.963], [3.973, -3.710, -0.307], [-2.505, 5.408, -1.155], [-3.770, 1.986, -2.306], [-5.795, 0.002, 0.213], [1.268, -0.013, 2.826], [0.170, 5.898, -0.597], [-0.419, 4.375, -2.599], [-2.584, -3.579, 2.097], [7.834, -2.000, -1.108], [7.117, 0.538, -0.803], [-2.074, 6.191, -1.779], [0.762, -0.855, 2.555], [1.349, -1.674, 2.705], [6.371, -4.006, -0.881], [-1.765, -1.560, 3.098], [0.879, -1.725, -3.617], [-4.555, 2.662, -0.863], [-2.480, 2.517, 3.499], [-2.048, -4.311, 1.500], [-1.761, 4.354, 4.348], [6.626, 1.618, -0.548], [-1.821, -2.266, 2.116], [-4.384, -0.422, 1.192], [-3.866, 2.591, 4.120], [4.914, -0.451, -0.364], [-0.879, 3.853, 2.905], [-4.948, 1.253, 1.132], [-0.568, 1.588, 3.880], [-3.812, -0.649, -1.527], [-1.573, 1.599, 4.308], [-0.845, 3.675, -1.879], [-5.421, 1.518, -1.895], [4.106, -1.574, -0.236], [-0.315, -0.297, -1.966], [-3.278, -1.436, -0.995], [-1.422, 4.443, -0.699], [4.528, 0.548, -0.230], [4.625, -2.854, -0.416], [2.131, -0.255, -0.031], [-3.812, 3.016, 5.122], [-2.066, 3.548, 0.239], [0.437, 4.470, 0.407], [0.147, 1.518, 0.901], [-2.503, 4.547, 2.751], [0.228, -0.747, 0.598], [-1.978, 0.586, 4.314], [-3.267, 4.885, -1.732], [-2.716, -3.922, 3.117], [5.964, -3.016, -0.734], [-0.104, -0.917, 3.110], [-0.734, 5.704, 0.913], [-2.558, 0.868, -0.215]], "mulliken_charge": [0.51, -1.42, 1.54, -1.51, -0.67, -0.91, 0.40, 0.08, 0.33, 0.34, 0.13, -0.13, -0.59, -0.08, -1.51, 0.32, 0.43, -0.47, 0.17, -0.68, 0.43, -0.14, 0.99, -1.27, -0.54, 0.46, -1.70, 0.24, 0.53, 0.38, 0.50, 0.58, -0.62, 0.52, 1.05, 0.44, -0.56, 0.42, 0.42, -0.64, 0.45, 0.25, 1.58, 0.30, 0.57, -0.60, 0.79, 0.05, -1.74, -0.25, 0.22, 0.27, 0.20, -1.54, -1.36, -1.22, 0.50, 0.21, -0.01, 0.17, 1.67, 0.63, -0.57, -0.59, 0.45, 0.00, 0.26, -0.59, 0.30, 1.23, 0.23, 0.36, 0.37, -0.65, 0.24, 0.32, 0.74], "e_tot_ev": -218995.0260, "total_charge": 1, "homo_ev": [-12.3, -12.1], "relative_energy_ev": 0.000, "max_force_ev_per_a": 1.14, "spin_multiplicity": 2}



[4]
{"formula": "C24H53F4N6O8P3S", "method": "ωB97M-V/def2-TZVPD", "species": ["N", "O", "H", "H", "C", "H", "C", "C", "F", "N", "O", "H", "O", "H", "H", "H", "O", "H", "H", "C", "H", "H", "H", "N", "H", "H", "C", "H", "P", "H", "H", "H", "H", "O", "O", "N", "C", "H", "C", "C", "H", "C", "H", "O", "H", "H", "H", "H", "H", "H", "O", "H", "H", "H", "H", "H", "H", "C", "F", "C", "H", "N", "H", "H", "C", "H", "F", "C", "H", "H", "C", "C", "C", "C", "H", "H", "H", "C", "N", "P", "H", "P", "F", "H", "C", "H", "C", "C", "C", "H", "H", "S", "H", "C", "H", "H", "H", "C", "H"], "xyz": [[-10.521, -4.190, -0.038], [7.628, 0.859, 1.483], [-9.371, -7.998, 0.327], [-2.110, 6.057, -1.118], [-8.420, -7.497, 0.119], [-10.306, -2.665, -1.518], [-2.949, 1.724, -2.360], [-0.466, 2.349, -1.308], [0.346, -1.393, -1.919], [9.717, 2.839, 3.154], [2.372, 2.953, 1.024], [3.510, -1.008, -2.154], [3.166, 1.721, -2.109], [-3.103, 4.912, -2.335], [8.428, 4.832, 1.716], [-7.865, -7.393, 1.057], [-9.802, -5.825, 1.491], [-12.328, -3.372, 0.719], [7.302, 4.449, 3.314], [8.028, 4.190, 0.929], [10.677, 4.047, 1.651], [4.918, 1.584, -0.726], [10.922, 2.762, 4.917], [8.682, 2.891, 0.934], [-1.719, 0.479, -0.766], [7.510, 2.119, -0.674], [6.813, 1.272, 4.209], [8.241, 4.744, 0.006], [-9.042, -4.873, 0.536], [-2.299, 1.998, -3.310], [-6.856, -5.047, -1.703], [-10.320, -6.579, -1.731], [1.959, 0.258, -0.812], [1.694, -0.297, -3.895], [-0.781, -0.018, -3.983], [-8.624, -6.185, -0.515], [-4.172, -0.693, -1.683], [5.574, -0.832, 0.356], [8.555, 2.316, -0.415], [0.740, 1.602, -2.131], [5.455, -0.961, -2.185], [-9.243, -6.407, -1.813], [7.922, 3.724, 4.801], [0.557, 5.198, -1.142], [6.778, 0.289, 3.721], [-8.803, -7.271, -2.326], [-9.043, -5.573, -2.489], [-10.532, -4.288, -2.176], [-2.797, 4.415, -0.471], [-7.821, -8.156, -0.518], [0.212, 2.601, 0.007], [9.119, 1.380, -0.493], [6.203, 3.711, 4.415], [10.824, 1.228, 4.014], [-6.306, -3.414, -1.542], [-3.711, 2.624, -2.214], [-11.183, -3.845, 1.962], [-3.753, 0.316, -2.698], [-3.185, -1.624, -1.032], [-10.800, -3.627, -1.355], [5.231, 1.455, -2.580], [7.336, 2.309, 3.312], [9.474, 1.791, 5.003], [11.612, 3.822, 3.090], [-6.823, -4.214, -0.997], [-2.435, 2.138, -0.178], [-5.603, -0.889, -1.259], [-11.260, -3.406, 0.958], [-10.891, -2.379, 1.021], [0.199, 5.530, -0.244], [-2.321, 4.934, -1.435], [7.205, 3.597, 3.983], [4.460, 1.132, -1.729], [10.263, 2.116, 4.325], [6.942, 4.105, 1.024], [-7.437, -1.769, -0.564], [8.973, 2.987, -1.173], [1.672, 2.375, 0.044], [-8.169, -3.777, -0.563], [8.600, 1.780, 2.260], [4.224, -2.146, 0.024], [-0.638, 4.185, -1.937], [-4.064, 0.022, -4.137], [5.786, 1.499, 4.516], [-7.936, -2.478, 0.108], [-6.204, -4.505, -0.141], [-1.908, 1.591, -1.097], [10.914, 3.306, 2.418], [4.493, -1.007, -0.096], [3.759, -0.368, 0.566], [7.423, 1.169, 5.110], [0.435, -0.041, -2.978], [1.115, 2.465, -2.861], [2.088, 1.363, -1.175], [-11.876, -3.462, -1.487], [11.441, 2.470, 1.946], [-7.325, -2.603, 1.009], [4.491, -0.509, -1.692], [-8.871, -2.002, 0.403]], "mulliken_charge": [0.04, -0.74, 0.32, 0.33, -1.04, 0.25, -0.36, 0.93, -0.31, -0.10, -0.59, 0.12, -0.34, 0.27, 0.38, 0.32, -0.76, 0.36, 0.18, -1.24, 0.28, 0.11, 0.42, 0.20, 0.38, 0.17, -1.13, 0.45, 0.86, 0.35, 0.29, 0.32, 0.26, -0.58, -0.57, 0.18, 0.11, 0.19, -0.91, -0.66, 0.39, -1.25, 0.27, -0.48, 0.29, 0.43, 0.36, 0.18, 0.33, 0.32, -0.37, 0.31, 0.37, 0.39, 0.25, 0.28, 0.30, 0.36, -0.21, -0.78, 0.23, 0.14, 0.26, 0.37, -0.86, 0.36, -0.21, -1.07, 0.33, 0.31, -0.92, -0.82, -0.16, -1.12, 0.29, 0.30, 0.34, 0.25, -0.03, 0.90, 0.32, 0.08, -0.32, 0.36, -0.93, 0.37, -0.89, -0.97, -0.76, 0.18, 0.32, 1.29, 0.44, 0.10, 0.37, 0.35, 0.39, -0.30, 0.21], "e_tot_ev": -100619.6274, "total_charge": 0, "homo_ev": -7.9, "max_force_ev_per_a": 10.00, "smiles": "CCCO[C@H]1C(=O)O[C@@](CCC(F)=C(F)F)(P(C)O)[C@@H]1S(=O)(=O)F.CN(C)P(=O)(N(C)C)N(C)C.CN(C)P(=O)(N(C)C)N(C)C"}



[5]
{"formula": "C24H26CrI2N3O4SSi", "method": "ωB97M-V/def2-TZVPD", "species": ["H", "H", "C", "H", "O", "Cr", "N", "H", "C", "H", "C", "O", "H", "C", "H", "C", "C", "N", "H", "H", "C", "H", "I", "C", "C", "C", "C", "C", "H", "C", "H", "H", "H", "C", "H", "H", "C", "I", "C", "Si", "H", "C", "C", "C", "C", "O", "H", "H", "O", "H", "C", "H", "C", "N", "C", "H", "H", "H", "H", "H", "S", "C"], "xyz": [[-2.926, -2.919, 1.482], [2.891, 1.672, -1.521], [-3.846, -0.754, 2.692], [2.759, -4.076, -2.856], [-0.347, 1.140, 1.303], [-0.679, -0.050, -0.584], [-2.034, -2.088, -0.259], [-1.897, -3.911, -1.324], [3.196, -0.538, 4.639], [-0.688, 4.526, -3.368], [1.147, -1.130, -2.509], [3.089, -1.787, -0.020], [3.178, 3.356, -1.932], [2.133, -2.010, -2.901], [1.214, -0.078, -2.732], [2.311, 0.518, 4.819], [1.489, 0.220, 2.606], [0.064, -1.484, -1.796], [0.951, 5.125, -3.240], [-0.898, -3.796, 0.138], [-1.280, -3.233, -0.720], [3.002, -1.642, -3.422], [-3.865, 3.068, -0.266], [3.227, -1.242, 3.438], [-0.579, 1.702, -1.782], [-3.901, 1.439, 1.056], [1.265, 2.123, -4.341], [1.449, 0.914, 3.811], [-1.319, 1.497, -2.558], [2.374, -0.844, 2.439], [0.686, -4.777, -1.650], [1.743, 2.934, -4.882], [1.944, 1.278, -4.367], [-3.122, -0.791, 1.508], [-0.039, 4.955, -1.805], [2.256, 2.942, -0.497], [-3.140, 0.329, 0.640], [-5.657, 0.375, 4.866], [0.210, 4.495, -2.756], [0.834, 2.688, -2.558], [2.301, 1.044, 5.761], [0.847, -3.744, -1.923], [-2.343, -2.038, 1.157], [-4.571, 0.368, 3.052], [0.685, 0.444, 1.407], [1.056, -2.631, 1.042], [-3.843, -1.620, 3.339], [-1.389, -2.055, 1.705], [-2.535, 0.408, -0.503], [0.375, 1.847, -4.896], [1.994, -3.359, -2.595], [3.898, -2.075, 3.300], [-0.085, -2.792, -1.532], [1.063, -0.264, 0.339], [2.444, 2.663, -1.529], [-1.037, 2.386, -1.068], [0.766, 1.740, 3.939], [3.849, -0.830, 5.447], [-2.879, -1.947, -0.810], [-5.165, 2.363, 2.504], [1.975, -1.535, 0.840], [-4.604, 1.484, 2.233]], "mulliken_charge": [0.64, 0.30, -0.96, 0.42, -0.68, 0.30, 0.12, 0.47, -0.52, 0.33, 0.55, -0.64, 0.42, -0.64, -0.61, -0.61, -0.01, 0.33, 0.35, 0.38, -1.35, 0.48, 0.01, -0.74, -0.27, -0.12, -1.18, -0.46, 0.69, 0.30, 0.44, 0.39, 0.34, 0.55, 0.33, 0.28, 0.49, 0.02, -1.21, 0.36, 0.42, -0.74, -0.77, -0.25, 0.46, -0.64, 0.45, 0.31, -0.73, 0.35, -0.57, 0.49, 0.98, 0.10, -1.06, -0.22, 0.56, 0.41, 0.20, 0.39, 1.05, -0.47], "e_tot_ev": -101307.3048, "total_charge": 0, "homo_ev": [-7.5, -7.6], "relative_energy_ev": 1.716, "max_force_ev_per_a": 2.05, "spin_multiplicity": 4}



[6]
{"formula": "C3H6N2O", "method": "ωB97M-V/def2-TZVPD", "species": ["H", "H", "H", "O", "H", "N", "N", "C", "H", "C", "C", "H"], "xyz": [[1.773, -0.030, 0.157], [-2.076, -0.210, 0.835], [1.006, 1.020, -1.063], [-1.279, -0.474, -1.013], [0.889, 1.326, 2.072], [-1.451, 0.268, 0.177], [-0.087, 1.162, 1.845], [0.817, 0.223, -0.326], [0.141, -1.857, -0.375], [-0.211, 0.629, 0.705], [0.082, -0.936, -0.991], [0.396, -1.121, -2.024]], "mulliken_charge": [0.33, 0.29, 0.23, -0.32, 0.23, -0.21, -0.75, -0.36, 0.23, 0.45, -0.38, 0.28], "e_tot_ev": -8233.9802, "total_charge": 0, "homo_ev": -9.1, "relative_energy_ev": 2.719, "max_force_ev_per_a": 0.68, "smiles": "[H]/N=C1\\CCON1"}